Here is a structure of composition C36H80AsF6N4 from the Open Molecules 2025 dataset. Energies are from wB97M-V/def2-TZVPD.

Geometry as XYZ:
```
127
Properties=species:S:1:pos:R:3:forces:R:3
C 9.050 5.916 -5.156 -1.584 -0.225 2.833
C 7.631 5.517 -5.573 -1.516 -0.917 0.478
C 7.556 3.928 -5.332 -0.480 2.613 -2.183
N 6.201 3.272 -5.346 -0.310 0.196 1.799
C 5.537 3.589 -3.962 -0.190 -1.327 -0.111
C 4.223 2.818 -3.818 -0.205 -0.698 0.876
C 4.419 1.319 -3.833 -0.741 -0.638 -3.418
C 5.155 0.924 -5.153 -0.244 -0.584 0.832
C 6.449 1.697 -5.386 -1.865 1.274 1.398
C 5.314 3.870 -6.420 0.511 -0.645 -1.373
H 9.312 6.940 -5.351 -0.207 0.484 0.082
H 9.749 5.326 -5.702 0.713 -0.704 -0.044
H 9.054 5.715 -3.977 0.706 0.489 -2.555
H 7.369 5.801 -6.588 0.437 -0.374 -0.442
H 6.773 6.006 -5.032 1.177 -0.210 0.223
H 8.112 3.770 -4.459 0.116 -0.737 1.677
H 8.144 3.512 -6.117 0.250 -0.628 -0.781
H 6.240 3.199 -3.205 -0.159 0.206 -0.374
H 5.377 4.648 -3.740 0.370 0.016 -0.799
H 3.871 2.963 -2.768 -0.405 0.892 -1.081
H 3.483 2.978 -4.659 0.579 0.601 1.475
H 4.944 0.830 -3.065 0.659 -0.013 1.553
H 3.420 0.844 -3.927 0.544 0.202 0.439
H 5.357 -0.156 -5.055 0.458 0.385 -0.243
H 4.499 0.962 -6.019 -0.095 0.407 -0.114
H 7.180 1.499 -4.595 -0.002 0.185 -0.319
H 6.793 1.481 -6.345 1.053 -0.169 -1.516
H 5.183 4.942 -6.182 0.583 -0.523 -0.577
H 4.300 3.484 -6.414 0.163 -0.494 0.371
H 5.709 3.591 -7.471 -0.262 0.952 1.808
C -5.150 -3.847 4.909 -1.581 0.615 -0.972
C -5.072 -5.045 3.968 1.085 1.355 0.162
C -3.930 -4.764 3.009 -2.509 -0.504 -1.393
N -3.513 -5.892 2.060 1.200 0.456 0.943
C -4.653 -6.391 1.256 -1.047 1.311 -0.330
C -4.233 -7.290 0.121 -1.015 0.854 -0.082
C -3.303 -6.546 -0.811 0.565 -0.037 0.015
C -2.031 -6.217 0.004 -0.004 0.886 0.671
C -2.485 -5.258 1.135 -1.291 -0.108 -1.229
C -2.839 -6.930 2.945 -1.009 1.468 0.802
H -5.482 -2.907 4.410 0.159 -0.711 0.202
H -4.239 -3.634 5.381 1.375 0.161 0.780
H -5.886 -4.105 5.653 -0.249 0.234 0.448
H -6.005 -5.083 3.469 -0.898 -0.623 -0.522
H -4.888 -5.865 4.615 -0.050 -1.185 0.265
H -3.109 -4.452 3.567 1.746 0.394 0.591
H -4.309 -3.939 2.386 0.586 -0.203 -0.074
H -5.060 -5.463 0.780 0.206 -0.524 0.372
H -5.475 -6.731 1.896 0.531 -0.412 0.054
H -5.156 -7.527 -0.401 -0.071 -0.342 -0.031
H -3.789 -8.181 0.489 0.372 -1.057 0.190
H -3.759 -5.548 -1.038 0.246 -0.910 -0.414
H -3.172 -7.174 -1.725 0.283 0.845 0.619
H -1.261 -5.666 -0.562 -0.304 -0.334 0.119
H -1.552 -7.064 0.515 -0.092 -0.162 -0.640
H -3.014 -4.390 0.666 0.657 -0.514 0.551
H -1.752 -4.936 1.832 1.094 0.495 0.052
H -1.993 -6.481 3.476 -0.085 0.141 -0.402
H -2.522 -7.803 2.452 0.123 -0.923 -0.855
H -3.590 -7.128 3.699 0.041 -0.615 0.069
C -8.316 4.997 0.663 0.573 0.784 -1.065
C -6.884 4.778 0.142 -0.274 -0.517 -0.480
C -6.929 3.594 -0.811 0.220 -0.483 -0.895
N -5.608 2.798 -0.985 -0.603 -0.890 0.851
C -5.334 1.802 0.193 -2.165 -0.436 -1.965
C -4.242 0.816 -0.097 1.078 -0.828 -0.847
C -4.436 0.063 -1.457 -0.519 -1.174 2.362
C -4.790 1.029 -2.539 1.729 -2.316 -2.499
C -5.862 1.997 -2.272 1.214 0.504 1.591
C -4.454 3.711 -1.059 1.088 -0.745 -1.007
H -9.024 4.895 -0.154 -0.083 -0.061 -0.252
H -8.475 6.001 1.029 0.138 0.137 0.395
H -8.580 4.272 1.388 -0.200 -0.632 0.901
H -6.170 4.528 0.917 -0.054 0.112 0.544
H -6.486 5.633 -0.375 0.017 0.560 -0.093
H -7.159 3.795 -1.896 -0.180 0.534 1.361
H -7.729 2.938 -0.436 0.601 -0.397 -0.282
H -6.332 1.270 0.300 1.195 0.557 0.134
H -5.135 2.425 1.016 0.087 0.621 1.222
H -4.278 0.064 0.701 0.218 0.278 -0.009
H -3.195 1.223 -0.116 -1.031 -0.035 0.314
H -5.267 -0.695 -1.330 0.607 0.788 -0.066
H -3.514 -0.561 -1.583 -0.800 0.849 -0.434
H -5.053 0.376 -3.402 -0.611 0.558 0.332
H -3.856 1.381 -2.984 -0.036 1.054 0.419
H -6.777 1.509 -2.051 -1.001 -0.501 -0.123
H -5.963 2.712 -3.049 -0.240 0.574 -0.777
H -4.747 4.555 -1.675 0.391 0.150 0.016
H -3.556 3.168 -1.454 -1.023 0.458 -0.179
H -4.114 3.975 -0.075 -0.391 0.553 0.468
C 3.446 -3.416 2.107 -2.552 0.244 0.171
C 3.904 -2.317 3.051 -0.743 -0.262 0.801
C 3.472 -0.930 2.623 -0.074 -0.564 -0.197
N 3.198 0.055 3.703 -0.177 1.489 1.209
C 3.093 1.408 2.977 -0.606 -0.639 -0.403
C 2.800 2.591 3.900 1.383 -1.711 0.269
C 4.013 2.667 4.839 1.128 1.195 1.634
C 4.022 1.439 5.747 0.132 -0.740 -1.816
C 4.285 0.214 4.826 -0.387 -0.521 0.027
C 1.851 -0.344 4.283 0.381 -0.565 -0.477
H 3.725 -4.399 2.487 0.310 0.104 -0.239
H 3.852 -3.206 1.112 -0.180 -0.387 0.129
H 2.298 -3.426 2.056 1.528 0.032 -0.237
H 4.944 -2.416 2.979 1.834 0.384 0.445
H 3.641 -2.481 4.111 -0.054 -0.303 -0.493
H 2.505 -0.975 2.119 0.371 -0.072 -0.416
H 4.227 -0.514 1.975 0.073 0.268 -0.322
H 4.062 1.507 2.477 -0.319 0.173 -0.076
H 2.291 1.173 2.266 0.259 0.579 -0.179
H 2.595 3.500 3.366 -0.063 0.247 -0.361
H 1.936 2.276 4.478 -0.279 0.643 0.162
H 5.068 2.667 4.364 -1.862 0.458 0.192
H 3.945 3.546 5.540 0.127 -0.528 -1.019
H 4.753 1.498 6.557 0.052 -0.164 -0.293
H 3.050 1.295 6.180 -0.459 0.053 0.565
H 5.239 0.288 4.279 -0.324 -0.003 0.267
H 4.276 -0.693 5.438 0.026 -0.055 -0.420
H 1.542 0.393 5.002 -0.093 -0.064 0.421
H 2.063 -1.327 4.718 -0.485 0.334 0.291
H 1.053 -0.466 3.507 0.951 0.338 0.347
As -0.242 -1.090 0.098 -2.776 0.606 1.172
F -0.402 0.536 -0.384 0.571 0.964 -0.799
F -0.393 -0.458 1.748 0.228 -0.043 -0.010
F -0.373 -2.622 0.825 0.435 -1.372 0.400
F -0.104 -1.751 -1.436 0.231 -0.411 -1.588
F 1.445 -1.036 0.163 1.405 0.232 0.516
F -1.997 -1.164 -0.137 -0.061 -0.064 0.517
```
Positions in Å, forces in eV/Å.

## Properties
Net charge   +3
HOMO energy   -0.612 Ha
Energy above the lowest of the compared OMol25 structures with the same formula, charge and spin   0.0 kcal per mole